No. 1
A 9-piece molecular cluster, C5H30N2O8S overall in a non-equilibrium geometry. Source: OMol25; level of theory: ωB97M-V with the def2-TZVPD basis set.

## Properties
**Total charge**: 0
**Highest occupied orbital energy**: -9.009 eV
**SMILES**: C[C@H](CCS)NCN.O.O.O.O.O.O.O.O

```
46
Properties=species:S:1:pos:R:3:forces:R:3
C -0.52989 1.62902 -1.25409 1.353 -0.337 1.641
C -0.23404 0.48626 -0.19102 2.181 2.855 0.900
C -0.20369 1.04854 1.32432 -0.212 1.962 -2.394
C -0.03060 -0.03259 2.27616 2.662 -0.582 3.347
S -0.41403 0.37891 4.19623 0.472 0.157 -1.609
N 1.06436 -0.16257 -0.61997 -1.032 0.809 -0.883
C 0.91639 -0.97056 -1.86329 -2.747 2.787 -1.015
N 0.53273 -2.30435 -1.57997 -0.674 -0.480 -3.529
H 0.40116 1.98369 -1.74638 -0.415 -0.202 0.695
H -1.08640 2.50509 -0.85711 0.044 -0.820 -0.301
H -1.01183 1.01215 -1.95693 -0.980 0.414 -0.712
H -1.07597 -0.12624 -0.11757 -1.276 -1.799 -0.608
H 0.65761 1.82275 1.27333 -1.899 -1.084 0.798
H -1.24841 1.44210 1.59615 1.518 0.327 -1.010
H 1.08178 -0.24445 2.37139 -1.533 -0.430 -0.196
H -0.62153 -0.89762 2.07510 -0.219 -0.718 -0.168
H -1.43602 -0.43802 4.49188 0.005 -0.076 -0.452
H 1.37491 -0.80583 0.05568 0.658 -0.798 1.391
H 0.02320 -0.45252 -2.40641 1.448 -0.743 0.616
H 1.67597 -0.89697 -2.63514 0.975 0.189 0.644
H 0.48602 -2.40180 -0.61157 -1.082 -1.063 1.403
H -0.26404 -2.52720 -2.25465 1.326 -0.493 2.513
O 1.36947 3.74786 1.88803 -0.443 0.386 -1.618
H 0.62781 3.79813 2.46970 -0.904 0.045 0.549
H 2.10372 3.62438 2.44210 1.603 -0.130 1.318
O 2.98341 -1.73769 1.47509 0.997 1.698 2.218
H 2.66952 -1.87301 2.42096 0.526 0.047 -1.725
H 3.66635 -0.98955 1.60494 -1.514 -1.788 -0.484
O -2.71653 -2.70948 0.84707 -4.907 -2.782 -0.468
H -2.91062 -2.29842 0.01018 -1.268 0.101 -1.081
H -1.95272 -2.30132 0.94198 6.168 2.547 1.680
O 2.81367 2.31502 -3.19162 1.693 -2.103 -4.040
H 3.58539 1.71704 -3.05992 -1.027 0.858 0.059
H 2.58470 2.64238 -2.38168 -0.661 1.179 3.646
O -2.15858 0.77845 -3.50504 -0.640 -1.954 -1.435
H -1.63631 0.36314 -4.21289 -0.602 -0.383 0.106
H -1.65265 1.55194 -3.42264 0.672 2.117 0.532
O -2.02812 -4.41709 -1.49338 -0.871 0.483 0.779
H -2.31103 -4.38366 -0.53645 0.366 0.153 -1.436
H -2.65530 -3.82588 -1.96290 0.470 -0.616 0.578
O 2.66436 2.44156 -0.52872 -0.194 -0.507 2.658
H 2.54387 2.96214 0.31382 0.027 -0.376 -1.516
H 2.46470 1.52029 -0.19280 -0.002 0.927 -1.114
O -3.43233 -0.85606 -1.09734 -1.244 -1.717 0.539
H -3.06127 -0.48328 -1.85451 0.731 0.633 -3.021
H -3.04940 -0.25824 -0.50300 0.449 1.305 2.206
```
Forces are in eV/Å.

Atomic partial charges in e from the Löwdin method, atoms 1 to 5:
1 C -0.04
2 C -0.32
3 C -0.25
4 C -0.48
5 S 0.61

No. 2
A 9-piece molecular cluster, C5H30N2O9 overall in a non-equilibrium geometry. Source: OMol25; level of theory: ωB97M-V with the def2-TZVPD basis set.

## Properties
**Total charge**: 0
**Highest occupied orbital energy**: -8.797 eV
**SMILES**: NCCCCNCO.O.O.O.O.O.O.O.O

```
46
Properties=species:S:1:pos:R:3:forces:R:3
N -2.04429 2.35712 0.89452 1.227 0.028 -0.502
C -1.36574 2.58609 -0.38944 0.860 -3.359 -0.924
C 0.04666 3.23026 -0.59410 -0.099 -0.833 0.451
C 1.31958 2.47810 -0.15057 -1.478 -2.043 2.265
C 1.17400 0.90307 -0.23474 -0.176 2.011 -0.693
N 2.45746 0.27501 -0.03683 0.043 -2.594 0.322
C 2.76769 -0.25791 1.26181 1.121 1.201 1.754
O 2.62840 0.82916 2.21919 0.705 0.823 0.461
H -1.37537 1.97764 1.60245 -1.266 1.016 -0.550
H -2.59172 3.16746 1.11621 0.135 0.228 0.796
H -1.21156 1.53702 -0.81817 -0.402 1.123 0.320
H -2.07370 2.99259 -1.10093 -0.025 0.477 0.008
H 0.18453 3.15948 -1.67948 -0.492 1.278 -0.032
H -0.00920 4.17316 -0.06348 0.440 0.803 -0.799
H 1.57310 2.61837 0.90805 -0.603 0.208 0.199
H 2.25685 2.77490 -0.54132 0.645 0.610 -1.555
H 0.66766 0.59196 -1.15319 0.507 -0.030 -0.307
H 0.43774 0.66669 0.51584 0.300 -0.515 0.468
H 3.22804 0.67636 -0.54201 0.099 0.252 0.190
H 3.83449 -0.62076 1.43740 -1.242 0.198 -1.204
H 2.12264 -0.99635 1.79550 -0.017 0.152 -1.577
H 3.29367 1.51586 1.98157 -0.742 -0.692 0.312
O -0.44838 -1.80527 2.08617 -1.041 1.248 0.810
H -0.51126 -1.44177 2.98423 0.530 -0.661 0.311
H -1.34716 -1.57394 1.80346 0.118 -0.685 -0.655
O 0.77367 -3.95236 1.17789 -0.100 0.297 -0.444
H 0.95137 -3.93871 0.23001 0.268 -0.112 0.150
H 0.40776 -3.06394 1.36699 0.200 -0.675 0.039
O 2.21947 -1.67814 -2.22965 0.351 -0.654 -0.466
H 2.57205 -1.14257 -1.51603 -0.052 0.439 0.594
H 2.93839 -1.83607 -2.85091 -0.039 0.007 0.085
O -3.19296 0.54129 -2.56873 0.304 -0.531 -0.202
H -2.85107 -0.00619 -1.84889 -0.235 0.247 0.414
H -2.87985 0.04102 -3.33345 -0.090 0.317 -0.163
O -1.43396 -2.35191 -0.74616 -0.612 -1.493 0.446
H -0.89287 -3.16801 -0.69551 -0.112 0.723 -0.099
H -2.30604 -2.72602 -0.47252 0.625 0.791 -0.367
O -0.54049 0.88519 2.63664 0.450 -0.144 0.698
H -0.25074 0.05210 2.24010 0.241 0.275 -0.170
H 0.28195 1.32701 2.89581 0.036 -0.133 -0.047
O -3.25845 -0.42683 0.34243 0.183 0.997 1.473
H -3.56551 0.39637 0.79132 -0.687 -0.225 -1.034
H -2.43273 -0.35844 0.84123 0.576 -0.551 -0.703
O -0.11157 -1.51831 -3.52475 -0.161 -0.174 -0.125
H 0.69845 -1.75888 -3.04009 -0.259 0.345 -0.060
H -0.82762 -1.85937 -2.98078 -0.033 0.008 0.110
```
Forces are in eV/Å.

Atomic partial charges in e from the Löwdin method, atoms 1 to 5:
1 N 0.00
2 C -0.27
3 C -0.17
4 C -0.17
5 C -0.20

No. 3
A 11-piece molecular cluster, C5H30NO11 overall in a non-equilibrium geometry. Source: OMol25; level of theory: ωB97M-V with the def2-TZVPD basis set.

## Properties
**Total charge**: +1
**Highest occupied orbital energy**: -12.340 eV

```
47
Properties=species:S:1:pos:R:3:forces:R:3
O 2.04945 0.88935 0.85041 -0.183 -0.549 -0.304
C 1.41171 1.05832 -0.15666 0.417 2.433 0.889
C 0.01570 1.66003 -0.10658 -1.159 -2.664 0.185
C -0.92774 0.62633 0.62572 0.132 1.476 -2.197
C -0.72867 0.50297 2.06295 -1.516 -0.468 2.949
C -1.66888 -0.01697 2.87722 1.025 -0.679 -1.203
N -0.49249 1.72221 -1.54454 -0.697 1.445 1.464
H 1.89381 1.06176 -1.13465 0.123 -0.732 -0.430
H -0.06590 2.58078 0.44681 0.388 0.384 -0.326
H -0.74887 -0.25645 0.01469 -0.580 -0.681 0.367
H -1.95303 1.04018 0.45878 0.602 -0.763 -0.069
H 0.00687 1.01917 2.64231 0.687 0.477 -0.655
H -2.41476 -0.67744 2.45040 -0.506 0.320 0.167
H -1.58903 0.04551 3.95312 0.042 -0.061 0.002
H -0.73103 2.69117 -1.74323 0.383 0.132 -0.201
H -1.37704 1.22468 -1.70994 -0.211 -0.534 -0.005
H 0.21677 1.42785 -2.19996 0.579 -0.437 -0.660
H -2.76142 -0.49795 -2.12244 -0.641 0.033 0.222
H -3.77393 0.55742 -2.72313 -0.134 -0.095 -0.042
O -2.93518 0.45804 -2.27278 0.852 0.183 0.040
H 0.37893 3.41518 3.26821 -0.278 0.679 0.137
H -0.90323 4.05191 2.49638 0.774 -0.249 0.734
O -0.28164 3.30684 2.58044 -0.487 0.023 -0.847
H 0.95688 4.55531 -0.68547 -0.018 0.069 0.277
H 1.76442 4.09712 -1.86337 0.067 -0.150 -0.064
O 1.18164 3.75700 -1.17253 0.280 0.559 -0.463
H -0.87650 -3.92159 0.37711 0.042 0.691 -0.179
H -0.14278 -2.61701 0.74123 0.122 -0.159 0.253
O -0.76391 -2.99229 0.09992 -0.036 -0.605 -0.046
H 1.62820 -2.17985 -1.99799 -0.118 0.125 -0.204
H 0.25319 -2.62729 -2.27846 -0.122 -0.050 -0.212
O 0.92107 -2.04962 -2.66608 0.015 -0.318 0.435
H 1.47736 -0.33731 -3.86665 0.409 -0.104 0.503
H 0.13825 0.22804 -3.92766 0.045 0.241 0.081
O 1.01485 0.46072 -3.58292 -0.612 0.281 -0.672
H 1.46525 -3.41731 2.67005 -0.002 0.176 0.066
H 1.50810 -1.81502 2.65729 0.250 -0.831 -0.510
O 1.25194 -2.64142 2.14103 -0.184 0.227 -0.114
H 1.51286 -0.25104 3.77963 0.242 -0.212 0.440
H 2.17561 0.18539 2.53443 0.499 -0.515 -0.100
O 2.25107 -0.51867 3.21320 -0.724 1.028 0.148
H -1.94869 -2.34436 -1.10904 -0.433 -0.202 0.341
H -3.08178 -2.65367 -2.12814 -0.007 -0.120 0.144
O -2.86674 -2.11043 -1.36033 0.377 0.198 -0.578
H 2.10165 -2.66175 0.41859 -0.228 0.221 0.214
H 3.05436 -3.37101 -0.50341 0.193 -0.037 -0.271
O 2.40330 -2.66480 -0.50397 0.327 -0.186 0.292
```
Forces are in eV/Å.

Atomic partial charges in e from the Löwdin method, atoms 1 to 5:
1 O 0.09
2 C -0.16
3 C -0.22
4 C -0.13
5 C -0.21

In the order shown, the computed molecular weight values come out to 278.4, 262.3, 280.3 g/mol.
In the order shown, the computed LUMO level values come out to -0.07, 0.13, -2.65 eV.
In the order shown, the computed ΔE to the lowest compared entry with this formula, charge and spin values come out to 475.9, 286.0, 117.7 kJ/mol.